Entry 1:
21
Properties=species:S:1:pos:R:3 method="wB97M-V/def2-TZVPD" gap_ev="11.9 / 6.9" spin_multiplicity=2 homo_ha="-0.548 / -0.548" s_squared=0.753 total_charge=+1
C 1.44 -1.55 0.79
C 0.01 -1.49 0.28
C -0.66 -0.14 0.40
C 0.01 1.00 -0.38
S 0.30 0.52 -2.08
C -1.37 0.53 -2.77
H 1.56 -1.08 1.77
H 2.09 -0.99 0.11
H 1.83 -2.56 0.84
H 0.06 -1.74 -0.80
H -0.64 -2.24 0.72
H -1.68 -0.24 0.02
H -0.74 0.09 1.45
H 1.02 1.13 0.02
H -0.51 1.94 -0.32
H -1.75 1.54 -2.72
H -1.24 0.24 -3.81
H -1.95 -0.22 -2.22
H 0.50 2.21 3.51
H 1.28 1.32 2.54
O 0.43 1.74 2.67


Entry 2:
21
Properties=species:S:1:pos:R:3 method="wB97M-V/def2-TZVPD" gap_ev=9.4 homo_ha=-0.316
C 1.82 1.51 0.63
C -1.74 1.20 0.04
C -2.05 -1.60 -0.05
C 1.27 0.90 -0.63
C 0.58 -0.47 -0.45
P 1.86 -1.79 0.17
P -0.91 -0.35 0.74
H 2.82 1.02 0.89
H 1.84 2.72 0.67
H 1.25 1.26 1.55
H -1.06 2.13 0.30
H -2.66 1.27 0.55
H -1.71 1.28 -1.08
H -2.96 -1.19 0.10
H -2.09 -2.68 0.54
H -1.61 -1.83 -0.99
H 0.65 1.69 -1.02
H 1.92 0.56 -1.47
H 0.19 -0.77 -1.90
H 0.99 -2.88 -0.15
H 1.58 -1.97 1.55


Entry 3:
20
Properties=species:S:1:pos:R:3 method="wB97M-V/def2-TZVPD" gap_ev=10.0 homo_ha=-0.332 smiles=CCC.CCS
C -0.63 -3.08 -1.86
C -1.48 -1.85 -1.52
C -2.46 -1.55 -2.65
H -1.30 -3.91 -2.12
H -0.06 -2.86 -2.76
H -0.02 -3.44 -1.04
H -1.92 -1.99 -0.54
H -0.81 -0.99 -1.43
H -3.07 -0.69 -2.42
H -3.14 -2.39 -2.74
H -1.94 -1.38 -3.58
C 1.80 2.25 2.94
C 0.88 2.44 1.70
S 0.98 0.88 0.75
H 1.48 1.37 3.49
H 2.80 1.97 2.60
H 1.68 3.20 3.45
H 1.21 3.36 1.22
H -0.15 2.48 2.05
H 0.74 1.34 -0.49


Energy relative to the best compared isomer or geometry (same formula, charge and spin) / kcal per mole: 1.9, 77.4, 10.3